{
  "formula": "C52H90O20",
  "method": "wB97M-V/def2-TZVPD",
  "symbols": ["C", "C", "C", "O", "C", "H", "H", "H", "H", "H", "H", "H", "H", "C", "C", "C", "O", "C", "H", "H", "H", "H", "H", "H", "H", "H", "C", "C", "C", "O", "C", "H", "H", "H", "H", "H", "H", "H", "H", "C", "C", "C", "O", "C", "H", "H", "H", "H", "H", "H", "H", "H", "C", "C", "C", "O", "C", "H", "H", "H", "H", "H", "H", "H", "H", "C", "C", "C", "O", "C", "H", "H", "H", "H", "H", "H", "H", "H", "O", "C", "O", "C", "C", "C", "H", "H", "H", "H", "H", "H", "O", "C", "O", "C", "C", "C", "H", "H", "H", "H", "H", "H", "O", "C", "O", "C", "C", "C", "H", "H", "H", "H", "H", "H", "O", "C", "O", "C", "C", "C", "H", "H", "H", "H", "H", "H", "O", "C", "O", "C", "C", "C", "H", "H", "H", "H", "H", "H", "O", "C", "O", "C", "C", "C", "H", "H", "H", "H", "H", "H", "O", "C", "O", "C", "C", "C", "H", "H", "H", "H", "H", "H"],
  "xyz": [[3.7655, -2.5361, 2.1940], [4.7027, -1.3098, 2.0604], [5.7252, -1.7866, 1.0216], [5.7336, -3.1964, 0.9961], [4.6388, -3.7244, 1.8005], [2.9162, -2.4868, 1.5150], [3.4439, -2.6583, 3.2312], [5.1376, -1.2040, 3.0545], [4.1524, -0.4281, 1.7484], [6.7078, -1.4269, 1.3244], [5.4270, -1.4061, 0.0407], [5.1263, -4.1460, 2.6843], [4.1234, -4.4584, 1.1835], [-2.8013, 4.3706, -1.1613], [-3.9580, 4.0266, -0.2312], [-3.8552, 2.4876, -0.3210], [-3.2849, 2.1612, -1.5635], [-2.9356, 3.3696, -2.2712], [-1.8660, 4.3838, -0.6060], [-2.8917, 5.3867, -1.5722], [-4.9395, 4.2882, -0.6331], [-3.8528, 4.4786, 0.7497], [-4.8192, 2.0110, -0.1191], [-3.2077, 2.1561, 0.5069], [-3.7549, 3.5899, -2.9554], [-1.9782, 3.2326, -2.7703], [2.5792, -3.6414, -3.3455], [3.2419, -3.2977, -2.0108], [4.6583, -3.9054, -2.0898], [4.8131, -4.3795, -3.4287], [3.7825, -3.8325, -4.2524], [1.9685, -2.8272, -3.7519], [1.9237, -4.4977, -3.2258], [2.6621, -3.5477, -1.1225], [3.3672, -2.2153, -1.8777], [4.8156, -4.6443, -1.3032], [5.4069, -3.1184, -1.9301], [3.6844, -4.5272, -5.0871], [4.1386, -2.8735, -4.6618], [-3.9346, -1.9180, 3.7451], [-3.6058, -2.5698, 2.4150], [-2.7607, -1.5107, 1.7280], [-1.9554, -0.9754, 2.7626], [-2.6075, -1.1526, 4.0245], [-4.0718, -2.7225, 4.4735], [-4.8038, -1.2694, 3.8081], [-4.4237, -2.9620, 1.8079], [-2.9342, -3.4223, 2.5856], [-3.3744, -0.7095, 1.2854], [-2.2218, -1.9661, 0.8912], [-2.9167, -0.1850, 4.4165], [-1.9901, -1.7079, 4.7246], [-0.7743, 0.7858, -0.5916], [0.1135, -0.3734, -1.0543], [0.9128, -0.6416, 0.2004], [1.2356, 0.6532, 0.7209], [0.0888, 1.4767, 0.4454], [-1.7958, 0.6439, -0.2553], [-0.9046, 1.4091, -1.4806], [0.7959, 0.0317, -1.8146], [-0.4161, -1.1957, -1.5327], [1.8487, -1.1808, 0.1070], [0.2033, -1.1489, 0.8720], [0.4105, 2.4943, 0.2288], [-0.4495, 1.5155, 1.4058], [-3.5924, -0.7996, -3.6664], [-4.7933, -1.3133, -2.8795], [-5.6319, -0.0492, -2.7026], [-5.4255, 0.7136, -3.8571], [-4.1017, 0.4521, -4.4025], [-3.1724, -1.4720, -4.4243], [-2.7318, -0.6194, -3.0146], [-4.5143, -1.7776, -1.9353], [-5.3892, -2.0343, -3.4477], [-5.3100, 0.5113, -1.8106], [-6.6837, -0.2659, -2.5080], [-3.3930, 1.2787, -4.3427], [-4.4227, 0.2596, -5.4275], [0.1983, -3.7820, 1.4691], [0.0574, -4.2819, 2.5405], [-0.2907, -5.5906, 2.6340], [-0.8155, -5.8998, 3.9210], [-0.2998, -4.7709, 4.8751], [0.0833, -3.6534, 3.9089], [-0.4533, -6.8813, 4.2044], [-1.9072, -5.8776, 3.9415], [0.5550, -5.2236, 5.3759], [-1.0921, -4.5298, 5.5761], [0.9808, -3.1111, 4.1851], [-0.7218, -2.9150, 3.8415], [-2.2583, -7.6705, -1.1911], [-2.6405, -6.5629, -1.3505], [-2.7455, -6.0348, -2.6094], [-3.4012, -4.7705, -2.5887], [-3.3002, -4.3028, -1.1461], [-3.1868, -5.5896, -0.3359], [-4.4288, -4.7868, -2.9714], [-2.9250, -4.0852, -3.2936], [-4.0551, -3.5834, -0.8289], [-2.3860, -3.6948, -1.1148], [-4.1670, -5.9708, -0.0389], [-2.5812, -5.4086, 0.5438], [-0.3329, 0.7857, 4.8067], [0.8615, 0.8486, 4.8747], [1.4918, 1.4390, 5.9132], [2.8980, 1.5749, 5.6319], [3.2245, 0.6836, 4.4260], [1.8344, 0.3626, 3.8087], [3.4549, 1.2752, 6.5184], [3.0614, 2.6428, 5.4792], [3.6398, -0.2561, 4.7929], [3.9580, 1.1722, 3.7937], [1.6152, -0.6897, 3.6677], [1.6535, 0.9899, 2.9401], [6.6638, 1.1176, -0.2183], [5.6908, 1.5499, -0.7369], [4.4684, 1.0132, -0.4884], [3.4063, 1.7344, -1.1455], [4.1382, 2.5171, -2.2307], [5.5414, 2.7501, -1.6478], [2.8367, 2.3150, -0.4269], [2.7610, 1.0273, -1.6608], [3.7069, 3.4143, -2.6712], [4.2729, 1.8448, -3.0877], [5.5728, 3.6768, -1.0687], [6.2938, 2.8360, -2.4252], [-4.9220, 4.8367, 3.9663], [-3.9096, 4.3062, 3.6628], [-3.7991, 2.9645, 3.5603], [-2.4781, 2.5361, 3.1969], [-1.6933, 3.8265, 2.8142], [-2.6390, 4.9680, 3.1670], [-2.4964, 1.8360, 2.3704], [-2.0314, 2.1060, 4.0906], [-1.4040, 3.7807, 1.7577], [-0.7226, 3.8269, 3.3094], [-2.9223, 5.7225, 2.4389], [-2.2139, 5.4991, 4.0250], [-1.3042, 3.1314, -5.8783], [-0.5071, 2.2800, -5.6466], [-0.1212, 1.3638, -6.5528], [1.0746, 0.6844, -6.1279], [1.5221, 1.3430, -4.8175], [0.2734, 2.1079, -4.3531], [1.7822, 0.6920, -6.9581], [0.8269, -0.3754, -6.0246], [2.4319, 1.9305, -4.8372], [1.6656, 0.4790, -4.1620], [0.4785, 3.0909, -3.9476], [-0.3550, 1.5305, -3.6746], [0.4440, 3.9594, -1.6011], [0.9860, 4.8927, -1.0862], [2.3413, 4.9600, -1.0215], [2.7296, 6.2662, -0.5176], [1.4773, 7.1363, -0.6163], [0.3942, 6.0878, -0.3749], [3.5474, 6.7072, -1.0817], [3.0277, 6.0969, 0.5181], [1.3236, 7.6400, -1.5675], [1.5704, 7.8815, 0.1743], [-0.6491, 6.2656, -0.6139], [0.3359, 5.8419, 0.6963]],
  "forces_ev_per_a": [[0.2, -0.1, -0.3], [-0.5, -1.4, 0.2], [-0.2, 0.7, 0.3], [-0.7, -0.5, 0.3], [1.2, 0.8, -0.3], [-0.2, 0.1, 0.2], [-0.4, 0.1, -0.2], [0.3, 0.5, -0.2], [0.2, 0.2, 0.1], [0.2, 0.0, -0.5], [0.3, 0.1, 0.0], [-0.3, -0.4, -0.1], [0.0, -0.2, 0.3], [-0.8, 2.1, -0.2], [-0.1, -0.8, -0.8], [0.0, 0.5, 1.8], [-0.2, -0.3, -0.4], [0.4, -0.7, 0.9], [0.2, -0.7, -0.2], [-0.1, -0.1, 0.1], [0.2, 0.4, -0.1], [-0.1, -0.3, 0.2], [0.0, -0.1, -0.5], [0.1, -0.2, -0.3], [0.2, 0.3, -0.2], [-0.2, -0.2, -0.3], [-0.2, 0.6, -0.1], [0.2, 1.1, 0.4], [-0.2, 0.9, 0.0], [-0.1, -0.6, 0.4], [0.7, -0.4, 0.2], [-0.1, 0.0, 0.3], [0.2, -0.4, -0.3], [0.0, -0.6, -0.1], [-0.1, 0.0, -0.4], [0.1, -0.5, -0.5], [-0.1, -0.1, 0.1], [-0.3, 0.0, 0.0], [-0.2, 0.0, 0.1], [0.8, -1.0, 0.6], [0.0, 0.0, -0.5], [-0.9, -0.1, -0.4], [0.6, -0.2, -0.1], [-1.7, 0.2, -0.4], [-0.1, 0.3, 0.2], [0.0, 0.1, -0.5], [-0.2, 0.3, 0.1], [-0.1, 0.0, 0.1], [-0.1, -0.1, 0.1], [0.7, 0.3, 0.3], [0.7, 0.1, 0.3], [0.3, 0.3, 0.0], [0.3, 1.0, -1.6], [0.3, 0.3, -0.3], [-0.6, -0.3, 0.5], [-0.2, 0.0, -0.9], [-0.2, 0.0, 1.8], [0.1, -0.8, 0.2], [-0.1, 0.3, 0.3], [-0.1, -0.1, 0.0], [0.0, -0.3, 0.4], [0.0, -0.2, -0.1], [0.5, -0.2, 0.3], [0.1, -0.2, -0.3], [-0.2, 0.2, -0.2], [0.8, -0.2, -0.7], [-0.3, -0.1, -0.2], [0.5, 0.0, 1.2], [0.2, 0.6, 0.1], [-1.4, -0.7, 0.2], [-0.4, -0.3, 0.2], [-0.3, 0.5, 0.2], [0.0, 0.1, 0.0], [0.2, 0.0, -0.1], [0.2, -0.1, -0.1], [-0.1, 0.1, -0.6], [-0.4, 0.3, 0.1], [1.0, -0.1, -0.3], [0.4, 0.5, -0.4], [0.0, -0.6, 0.0], [-0.4, -0.1, 0.0], [0.2, 0.8, 0.8], [0.2, -1.3, -0.7], [-0.9, 0.2, 0.5], [-0.1, -0.1, 0.0], [0.0, -0.2, -0.5], [0.1, 0.5, 0.3], [0.2, 0.2, 0.2], [0.2, -0.1, -0.4], [0.2, 0.1, 0.1], [0.5, -0.8, 0.3], [-0.3, 0.3, -0.4], [-0.2, 0.1, 0.0], [-0.5, 0.8, -0.4], [0.5, 1.0, -0.1], [-0.3, 1.0, -0.3], [-0.1, -0.8, 0.3], [0.4, -0.2, 0.2], [-0.4, -0.4, -0.1], [0.2, -0.4, 0.4], [0.0, 0.0, 0.1], [0.3, -0.6, 0.1], [-0.1, -0.1, 0.3], [0.0, 0.2, -0.3], [0.1, -0.3, -0.2], [-0.1, 0.1, 0.3], [-0.7, -0.6, 0.4], [0.6, 1.3, 1.2], [-0.1, 0.0, 0.1], [0.2, -0.1, -0.2], [0.3, 0.1, -0.1], [-0.1, -0.1, -0.3], [0.2, 0.0, -0.6], [-0.2, -0.5, -0.4], [0.9, -0.4, 0.3], [-0.6, 0.6, 0.0], [-0.4, -0.1, 0.0], [0.3, 0.2, -0.9], [0.9, 0.1, -0.8], [-0.9, 0.2, -0.3], [0.1, 0.0, 0.1], [-0.2, -0.2, 0.5], [-0.4, 0.0, 0.6], [-0.1, -0.1, 0.1], [0.1, -0.2, 0.2], [0.3, -0.3, 0.2], [-0.9, 0.5, 0.6], [0.6, -0.6, -1.3], [-0.1, -0.3, -0.1], [0.6, 1.1, 0.6], [0.1, -0.6, -1.0], [0.6, 0.0, 1.3], [-0.3, -0.3, 0.2], [0.0, -0.4, -0.2], [-0.4, 0.2, -0.1], [-0.2, 0.3, 0.4], [0.2, -0.2, -0.3], [-0.2, 0.2, -0.1], [-0.7, 0.2, -0.2], [0.6, 0.2, 0.5], [0.2, 0.0, -0.3], [-0.2, -0.2, -0.7], [-0.7, -1.4, 0.8], [0.3, 0.0, -0.9], [0.1, 0.5, 0.1], [-0.1, 0.1, 0.4], [0.0, 0.1, -0.3], [0.5, 0.4, 0.3], [-0.1, 0.0, 0.3], [0.1, 0.0, 0.2], [-0.1, 0.0, -0.1], [0.1, -0.3, 0.3], [0.1, 0.7, -0.4], [-0.4, -0.1, -0.2], [-0.2, 0.0, 0.9], [-0.1, -0.1, 0.5], [0.2, -0.5, -0.1], [0.1, 0.3, 0.0], [0.3, -0.1, -0.1], [-0.4, 0.2, -0.1], [0.2, 0.3, -0.6], [0.3, -0.1, -0.1]],
  "lowdin_charge": [-0.16, -0.14, -0.21, -0.15, -0.16, 0.08, 0.10, 0.10, 0.09, 0.12, 0.10, 0.12, 0.11, -0.18, -0.12, -0.21, -0.16, -0.16, 0.08, 0.12, 0.12, 0.09, 0.12, 0.09, 0.13, 0.10, -0.16, -0.16, -0.19, -0.14, -0.20, 0.10, 0.11, 0.10, 0.10, 0.11, 0.11, 0.12, 0.12, -0.14, -0.17, -0.22, -0.15, -0.19, 0.11, 0.11, 0.11, 0.10, 0.12, 0.11, 0.11, 0.10, -0.14, -0.14, -0.18, -0.17, -0.17, 0.09, 0.08, 0.09, 0.11, 0.10, 0.11, 0.10, 0.11, -0.16, -0.15, -0.23, -0.13, -0.15, 0.11, 0.10, 0.09, 0.11, 0.10, 0.12, 0.10, 0.12, 0.12, -0.48, 0.02, -0.15, -0.12, -0.06, 0.12, 0.12, 0.11, 0.11, 0.12, 0.09, 0.14, -0.48, 0.03, -0.18, -0.17, -0.06, 0.12, 0.12, 0.09, 0.11, 0.14, 0.11, 0.11, -0.47, 0.03, -0.15, -0.13, -0.04, 0.12, 0.12, 0.10, 0.11, 0.11, 0.11, 0.14, -0.48, 0.01, -0.13, -0.16, -0.06, 0.11, 0.11, 0.11, 0.11, 0.13, 0.12, 0.14, -0.51, 0.03, -0.14, -0.14, -0.08, 0.09, 0.10, 0.08, 0.11, 0.12, 0.13, 0.13, -0.50, 0.03, -0.14, -0.13, -0.07, 0.12, 0.12, 0.11, 0.10, 0.11, 0.11, 0.11, -0.47, 0.00, -0.13, -0.14, -0.07, 0.13, 0.13, 0.12, 0.12, 0.11, 0.14],
  "molar_mass_g_mol": 1035.27,
  "e_lumo_ev": -0.1334,
  "relative_energy_kj_mol": 284.96,
  "homo_energy_ev": -9.238,
  "total_energy_ev": -96331.3870,
  "gap_ev": 9.10
}